Model 1:
{"formula": "C4H6O4", "method": "the ωB97M-V functional and the def2-TZVPD basis", "total_charge": 0, "lumo_energy_ev": 0.414, "smiles": "O=CC1(O)[C@H](O)[C@H]1O", "orbital_gap_ev": 9.9, "symbols": ["C", "C", "C", "C", "H", "H", "H", "H", "H", "H", "O", "O", "O", "O"], "coordinates": [[-0.96, 0.63, -0.09], [-0.07, -0.12, -1.14], [0.41, 0.13, 0.35], [0.41, -0.98, 1.32], [-2.89, -0.01, 0.15], [-1.02, 1.71, -0.20], [-0.53, -1.06, -1.51], [1.60, 0.39, -1.94], [2.33, 0.53, 0.55], [-0.32, -0.87, 2.12], [-2.01, 0.06, 0.72], [0.61, 0.58, -2.04], [1.43, 1.03, 0.49], [1.02, -1.99, 1.21]], "lowdin_charge": [-0.1859, -0.2511, -0.4104, -0.1955, 0.1618, 0.1538, 0.1631, 0.1508, 0.1768, 0.1287, -0.0511, 0.0145, 0.0385, 0.1061]}

Model 2:
{"formula": "C4H6O4", "method": "the ωB97M-V functional and the def2-TZVPD basis", "total_charge": 0, "lumo_energy_ev": 0.509, "smiles": "O=C(O)[C@@H]1COCO1", "orbital_gap_ev": 11.0, "symbols": ["C", "C", "C", "C", "H", "H", "H", "H", "H", "H", "O", "O", "O", "O"], "coordinates": [[1.23, 0.66, -0.46], [0.16, 0.35, 0.63], [0.06, -1.10, 0.86], [-1.74, -0.45, 0.07], [-0.15, 1.39, -1.67], [0.49, 0.85, 1.51], [0.72, -1.48, 1.69], [0.57, -1.59, -0.06], [-2.71, -0.26, 0.20], [-1.69, -0.92, -1.02], [0.83, 1.40, -1.62], [2.15, -0.15, -0.62], [-1.31, -1.38, 1.03], [-1.12, 0.79, 0.30]], "lowdin_charge": [-0.3237, -0.2639, -0.1750, -0.2302, 0.1087, 0.1508, 0.1589, 0.1593, 0.0947, 0.1854, 0.0633, 0.0883, -0.0122, -0.0042]}

Model 3:
{"formula": "C4H6O4", "method": "the ωB97M-V functional and the def2-TZVPD basis", "total_charge": 0, "lumo_energy_ev": 0.108, "orbital_gap_ev": 9.0, "symbols": ["C", "C", "C", "C", "O", "O", "O", "O", "H", "H", "H", "H", "H", "H"], "coordinates": [[1.51, 0.13, 0.18], [0.22, -0.60, -0.10], [-1.00, 0.03, 0.54], [-1.60, 1.09, 0.01], [0.13, -0.75, -1.53], [2.07, 0.93, -0.68], [-1.33, -0.56, 1.70], [0.90, -1.52, 0.58], [0.14, -1.70, -1.70], [1.49, 1.05, -1.45], [-0.68, -1.29, 1.82], [1.96, 0.27, 1.16], [-1.34, 1.41, -0.99], [-2.48, 1.51, 0.46]], "lowdin_charge": [-0.0395, -0.6005, -0.3335, 0.0794, 0.0409, 0.1394, 0.0697, -0.0201, 0.1200, 0.1386, 0.1131, 0.1677, 0.0607, 0.0642]}

Of them, the most stable is model 2 and the least stable is model 3.

Model 1:
{"formula": "O5S2", "method": "the ωB97M-V functional and the def2-TZVPD basis", "total_charge": -2, "lumo_energy_ev": 6.639, "smiles": "O=S(=O)=S(=O)([O-])[O-]", "orbital_gap_ev": 6.5, "symbols": ["O", "O", "O", "O", "O", "S", "S"], "coordinates": [[-0.85, 2.26, -0.40], [0.67, -1.78, 0.70], [-1.57, 0.38, 1.52], [1.81, 0.30, -0.12], [0.49, -0.99, -1.62], [-1.21, 0.42, 0.11], [0.66, -0.59, -0.19]], "lowdin_charge": [-0.7787, -0.4727, -0.6620, -0.4376, -0.5019, 0.6470, 0.2059]}

Model 2:
{"formula": "O5S2", "method": "the ωB97M-V functional and the def2-TZVPD basis", "total_charge": -2, "lumo_energy_ev": 6.561, "orbital_gap_ev": 6.7, "symbols": ["O", "O", "O", "O", "O", "S", "S"], "coordinates": [[1.74, 1.47, -0.22], [-1.49, -2.21, -0.34], [-0.26, -0.09, 0.45], [-1.15, -0.36, -2.01], [0.50, 1.64, 2.02], [1.11, 0.72, 0.99], [-0.46, -1.18, -0.89]], "lowdin_charge": [-0.6291, -0.6311, -0.7025, -0.6153, -0.5967, 0.5490, 0.6257]}

Of them, the most stable is model 2 and the least stable is model 1.

Model 1:
{"formula": "C44H66O33", "method": "the ωB97M-V functional and the def2-TZVPD basis", "total_charge": 0, "lumo_energy_ev": -0.329, "smiles": "C[C@H]1COC(=O)O1.C[C@H]1COC(=O)O1.C[C@H]1COC(=O)O1.C[C@H]1COC(=O)O1.C[C@H]1COC(=O)O1.C[C@H]1COC(=O)O1.C[C@H]1COC(=O)O1.C[C@H]1COC(=O)O1.C[C@H]1COC(=O)O1.C[C@H]1COC(=O)O1.C[C@H]1COC(=O)O1", "orbital_gap_ev": 10.0, "symbols": ["C", "C", "C", "O", "C", "O", "O", "H", "H", "H", "H", "H", "H", "C", "C", "C", "O", "C", "O", "O", "H", "H", "H", "H", "H", "H", "C", "C", "C", "O", "C", "O", "O", "H", "H", "H", "H", "H", "H", "C", "C", "C", "O", "C", "O", "O", "H", "H", "H", "H", "H", "H", "C", "C", "C", "O", "C", "O", "O", "H", "H", "H", "H", "H", "H", "C", "C", "C", "O", "C", "O", "O", "H", "H", "H", "H", "H", "H", "C", "C", "C", "O", "C", "O", "O", "H", "H", "H", "H", "H", "H", "C", "C", "C", "O", "C", "O", "O", "H", "H", "H", "H", "H", "H", "C", "C", "C", "O", "C", "O", "O", "H", "H", "H", "H", "H", "H", "C", "C", "C", "O", "C", "O", "O", "H", "H", "H", "H", "H", "H", "C", "C", "C", "O", "C", "O", "O", "H", "H", "H", "H", "H", "H"], "coordinates": [[18.00, -11.70, 6.72], [17.46, -10.43, 6.02], [16.75, -10.80, 4.71], [15.43, -10.47, 5.12], [15.39, -9.79, 6.27], [14.54, -8.96, 6.70], [16.55, -9.91, 6.89], [18.62, -12.22, 5.98], [17.28, -12.41, 7.11], [18.56, -11.42, 7.61], [18.21, -9.69, 5.72], [16.81, -11.86, 4.43], [17.17, -10.25, 3.87], [23.72, -0.39, 6.74], [23.05, -0.97, 7.91], [21.66, -0.38, 8.24], [20.95, -1.65, 8.48], [21.69, -2.68, 8.21], [21.25, -3.82, 8.27], [22.84, -2.29, 7.58], [23.05, -0.36, 5.88], [24.59, -1.02, 6.54], [24.17, 0.58, 6.94], [23.77, -0.98, 8.73], [21.37, 0.09, 7.30], [21.70, 0.35, 9.06], [7.72, -0.84, 20.31], [7.79, -1.18, 21.82], [6.82, -0.50, 22.81], [6.24, -1.61, 23.41], [6.81, -2.72, 22.98], [6.48, -3.89, 23.26], [7.83, -2.57, 22.08], [8.60, -1.26, 19.84], [7.71, 0.24, 20.15], [6.89, -1.36, 19.83], [8.78, -0.80, 22.08], [6.19, 0.22, 22.30], [7.43, 0.17, 23.42], [2.74, -1.60, 10.59], [2.12, -2.68, 11.31], [2.93, -3.05, 12.57], [2.25, -2.39, 13.68], [1.00, -1.99, 13.23], [0.14, -1.46, 13.89], [0.96, -2.15, 11.90], [1.95, -1.15, 10.00], [3.69, -1.84, 10.11], [3.14, -0.84, 11.26], [1.82, -3.57, 10.76], [4.00, -2.94, 12.38], [2.85, -4.13, 12.65], [20.39, 4.49, 3.69], [19.03, 4.97, 4.13], [17.88, 4.85, 3.16], [16.87, 4.19, 3.94], [17.28, 4.08, 5.35], [16.58, 3.72, 6.30], [18.68, 4.35, 5.36], [20.82, 5.25, 3.02], [20.51, 3.61, 3.06], [21.14, 4.47, 4.48], [19.22, 6.00, 4.44], [18.31, 4.53, 2.22], [17.49, 5.86, 3.08], [10.06, -4.03, 1.59], [9.83, -2.54, 1.64], [9.04, -1.86, 0.54], [8.04, -1.09, 1.21], [7.96, -1.38, 2.49], [7.27, -0.73, 3.37], [8.96, -2.30, 2.79], [9.12, -4.52, 1.35], [10.39, -4.50, 2.52], [10.86, -4.26, 0.89], [10.70, -1.90, 1.78], [8.78, -2.56, -0.25], [9.85, -1.29, 0.08], [6.20, -8.67, 4.85], [6.32, -9.88, 5.80], [7.59, -10.69, 5.77], [8.12, -10.24, 6.94], [7.34, -9.37, 7.60], [7.72, -8.80, 8.66], [6.11, -9.31, 7.12], [7.00, -7.95, 5.04], [5.23, -8.19, 4.89], [6.31, -8.89, 3.78], [5.52, -10.62, 5.73], [8.14, -10.43, 4.87], [7.50, -11.76, 5.58], [18.17, -2.07, 2.45], [18.31, -1.83, 0.98], [18.53, -3.01, 0.12], [17.74, -2.76, -0.96], [16.93, -1.83, -0.76], [16.07, -1.51, -1.50], [17.05, -1.46, 0.47], [17.65, -2.99, 2.73], [17.68, -1.20, 2.88], [19.13, -2.02, 2.96], [19.06, -1.08, 0.74], [18.23, -3.97, 0.54], [19.60, -2.95, -0.09], [13.38, -9.33, 12.52], [13.29, -10.92, 12.61], [14.11, -11.72, 11.67], [14.65, -12.80, 12.56], [14.34, -12.57, 13.89], [14.78, -13.17, 14.83], [13.67, -11.40, 13.87], [12.73, -8.86, 13.26], [13.02, -8.91, 11.58], [14.42, -9.02, 12.63], [12.31, -11.21, 12.22], [14.93, -11.07, 11.36], [13.52, -12.02, 10.80], [16.21, 2.11, 14.60], [15.22, 2.68, 15.47], [15.25, 2.36, 16.99], [14.72, 3.42, 17.68], [14.94, 4.44, 16.92], [14.65, 5.58, 17.17], [15.56, 4.01, 15.71], [15.94, 2.35, 13.57], [16.09, 1.04, 14.79], [17.27, 2.32, 14.62], [14.24, 2.65, 15.01], [16.28, 2.08, 17.22], [14.92, 1.32, 17.09], [12.86, -1.80, 8.23], [11.80, -1.37, 9.29], [10.59, -2.24, 9.08], [9.91, -1.94, 10.25], [10.73, -1.72, 11.16], [10.49, -1.80, 12.33], [11.94, -1.50, 10.68], [12.93, -2.88, 8.23], [13.85, -1.37, 8.42], [12.60, -1.54, 7.20], [11.53, -0.31, 9.24], [10.77, -3.30, 8.96], [9.80, -2.09, 8.34]], "lowdin_charge": [-0.0160, -0.3375, -0.0701, 0.0754, -0.5098, 0.0895, 0.0942, 0.0814, 0.0936, 0.0833, 0.1558, 0.1302, 0.1297, -0.0379, -0.3995, 0.0011, 0.0943, -0.5738, 0.1293, 0.0836, 0.0952, 0.0950, 0.0936, 0.1572, 0.1252, 0.1367, -0.0187, -0.3373, -0.1005, 0.1123, -0.5129, 0.1030, 0.0996, 0.0816, 0.0848, 0.0868, 0.1368, 0.1335, 0.1310, -0.0452, -0.3536, -0.0860, 0.0606, -0.5203, 0.1515, 0.0710, 0.1035, 0.1005, 0.1036, 0.1594, 0.1331, 0.1218, -0.0384, -0.3704, -0.1107, 0.0148, -0.3385, 0.1309, 0.0441, 0.0842, 0.0830, 0.0870, 0.1472, 0.1352, 0.1314, -0.0222, -0.3119, -0.0911, 0.0976, -0.4555, 0.0592, 0.0382, 0.0921, 0.0870, 0.0881, 0.1504, 0.1357, 0.1323, -0.0129, -0.2833, -0.1460, 0.0907, -0.5309, 0.0912, 0.1099, 0.0955, 0.0863, 0.0807, 0.1502, 0.1318, 0.1368, -0.0103, -0.3331, -0.1228, 0.1413, -0.7138, 0.1866, 0.1220, 0.0953, 0.0916, 0.0875, 0.1613, 0.1489, 0.1457, 0.0025, -0.3380, -0.0704, 0.0388, -0.5140, 0.1545, 0.0848, 0.0790, 0.0804, 0.0804, 0.1432, 0.1255, 0.1337, -0.0382, -0.3800, -0.1381, 0.1395, -0.5270, 0.1670, 0.0431, 0.0956, 0.0981, 0.1011, 0.1642, 0.1378, 0.1371, -0.0036, -0.2999, -0.1064, 0.1175, -0.6851, 0.1613, 0.1158, 0.0792, 0.0794, 0.0874, 0.1618, 0.1427, 0.1501]}

Model 2:
{"formula": "C44H66O33", "method": "the ωB97M-V functional and the def2-TZVPD basis", "total_charge": 0, "lumo_energy_ev": -0.329, "smiles": "C[C@H]1COC(=O)O1.C[C@H]1COC(=O)O1.C[C@H]1COC(=O)O1.C[C@H]1COC(=O)O1.C[C@H]1COC(=O)O1.C[C@H]1COC(=O)O1.C[C@H]1COC(=O)O1.C[C@H]1COC(=O)O1.C[C@H]1COC(=O)O1.C[C@H]1COC(=O)O1.C[C@H]1COC(=O)O1", "orbital_gap_ev": 10.5, "symbols": ["C", "C", "C", "O", "C", "O", "O", "H", "H", "H", "H", "H", "H", "C", "C", "C", "O", "C", "O", "O", "H", "H", "H", "H", "H", "H", "C", "C", "C", "O", "C", "O", "O", "H", "H", "H", "H", "H", "H", "C", "C", "C", "O", "C", "O", "O", "H", "H", "H", "H", "H", "H", "C", "C", "C", "O", "C", "O", "O", "H", "H", "H", "H", "H", "H", "C", "C", "C", "O", "C", "O", "O", "H", "H", "H", "H", "H", "H", "C", "C", "C", "O", "C", "O", "O", "H", "H", "H", "H", "H", "H", "C", "C", "C", "O", "C", "O", "O", "H", "H", "H", "H", "H", "H", "C", "C", "C", "O", "C", "O", "O", "H", "H", "H", "H", "H", "H", "C", "C", "C", "O", "C", "O", "O", "H", "H", "H", "H", "H", "H", "C", "C", "C", "O", "C", "O", "O", "H", "H", "H", "H", "H", "H"], "coordinates": [[-2.71, 4.16, 0.49], [-1.69, 5.23, 0.87], [-2.24, 6.51, 1.48], [-1.36, 6.78, 2.56], [-0.55, 5.72, 2.77], [0.28, 5.66, 3.61], [-0.84, 4.72, 1.91], [-2.23, 3.18, 0.43], [-3.15, 4.45, -0.47], [-3.44, 4.04, 1.29], [-1.07, 5.44, -0.01], [-3.26, 6.38, 1.84], [-2.26, 7.32, 0.75], [3.99, -1.77, -0.39], [3.51, -3.13, 0.08], [4.38, -4.31, -0.37], [4.97, -4.79, 0.84], [4.49, -4.11, 1.91], [4.79, -4.35, 3.03], [3.64, -3.14, 1.52], [3.81, -1.57, -1.45], [5.08, -1.77, -0.29], [3.60, -0.98, 0.25], [2.46, -3.28, -0.14], [5.15, -3.96, -1.06], [3.78, -5.10, -0.82], [-3.55, -0.12, 4.56], [-3.91, 1.34, 4.63], [-4.80, 1.79, 3.44], [-5.92, 2.43, 4.04], [-5.93, 2.19, 5.37], [-6.80, 2.43, 6.12], [-4.74, 1.64, 5.75], [-2.81, -0.38, 5.32], [-3.13, -0.34, 3.57], [-4.42, -0.75, 4.75], [-3.02, 1.97, 4.62], [-5.12, 0.94, 2.83], [-4.30, 2.53, 2.81], [1.81, -1.29, -5.01], [2.95, -1.91, -5.78], [4.22, -2.24, -4.94], [4.61, -3.51, -5.42], [3.59, -4.07, -6.13], [3.60, -5.17, -6.55], [2.57, -3.19, -6.28], [1.00, -0.93, -5.64], [2.11, -0.41, -4.43], [1.45, -2.03, -4.29], [3.26, -1.19, -6.54], [4.03, -2.20, -3.87], [4.94, -1.47, -5.22], [-1.45, -4.51, -1.05], [-0.34, -5.27, -1.75], [-0.47, -5.49, -3.25], [0.84, -5.25, -3.75], [1.56, -4.61, -2.82], [2.71, -4.32, -2.93], [0.86, -4.46, -1.68], [-1.69, -3.68, -1.72], [-1.05, -4.10, -0.13], [-2.35, -5.08, -0.83], [-0.12, -6.21, -1.23], [-1.22, -4.84, -3.70], [-0.78, -6.52, -3.43], [0.03, 4.61, 6.80], [-0.86, 3.54, 6.24], [-0.34, 2.90, 4.93], [-0.20, 1.52, 5.26], [-0.53, 1.31, 6.55], [-0.42, 0.26, 7.10], [-0.96, 2.43, 7.14], [-0.33, 4.96, 7.77], [0.12, 5.43, 6.10], [1.05, 4.23, 6.94], [-1.86, 3.94, 6.08], [0.62, 3.30, 4.59], [-1.08, 3.11, 4.15], [2.80, 3.56, -0.21], [2.72, 3.74, 1.30], [1.99, 2.61, 2.06], [2.88, 2.26, 3.09], [4.12, 2.78, 2.84], [5.09, 2.49, 3.44], [4.05, 3.67, 1.83], [3.45, 4.35, -0.60], [1.82, 3.73, -0.66], [3.23, 2.61, -0.53], [2.29, 4.72, 1.50], [1.70, 1.79, 1.39], [1.05, 3.03, 2.41], [1.10, 0.02, -1.62], [-0.06, -0.36, -0.74], [0.37, -1.22, 0.44], [-0.35, -0.65, 1.53], [-0.83, 0.55, 1.22], [-1.37, 1.27, 2.00], [-0.60, 0.82, -0.09], [1.94, 0.37, -1.01], [0.86, 0.74, -2.41], [1.53, -0.90, -2.04], [-0.84, -0.84, -1.35], [1.44, -1.15, 0.64], [0.09, -2.27, 0.36], [-0.64, 3.40, -2.46], [-1.48, 2.38, -3.18], [-2.63, 2.95, -4.01], [-2.71, 2.02, -5.09], [-1.48, 1.48, -5.27], [-1.18, 0.80, -6.20], [-0.67, 1.82, -4.26], [0.00, 3.97, -3.13], [0.03, 2.87, -1.78], [-1.26, 4.09, -1.89], [-1.81, 1.56, -2.55], [-2.43, 3.97, -4.34], [-3.57, 2.92, -3.46], [2.04, -1.69, 4.73], [1.02, -2.79, 4.62], [-0.38, -2.42, 5.10], [-1.23, -3.11, 4.17], [-0.53, -3.34, 3.04], [-1.00, -3.73, 2.02], [0.77, -3.09, 3.22], [2.07, -1.34, 5.77], [1.76, -0.82, 4.13], [3.04, -2.01, 4.46], [1.41, -3.71, 5.06], [-0.55, -1.35, 4.98], [-0.58, -2.72, 6.12], [-2.19, -3.20, -7.88], [-2.05, -2.07, -6.90], [-3.36, -1.71, -6.17], [-3.02, -1.73, -4.79], [-1.73, -2.10, -4.63], [-1.19, -2.18, -3.58], [-1.19, -2.46, -5.81], [-1.30, -3.33, -8.49], [-3.06, -3.05, -8.53], [-2.42, -4.14, -7.38], [-1.59, -1.18, -7.32], [-4.11, -2.48, -6.39], [-3.81, -0.77, -6.48]], "lowdin_charge": [-0.0130, -0.2986, -0.0801, 0.0896, -0.5580, 0.1614, 0.0659, 0.0709, 0.0870, 0.0777, 0.1417, 0.1365, 0.1374, -0.0169, -0.2991, -0.0792, 0.0735, -0.5647, 0.1589, 0.0713, 0.0712, 0.0991, 0.0717, 0.1263, 0.1353, 0.1198, -0.0037, -0.3002, -0.0766, 0.0691, -0.5650, 0.1723, 0.0870, 0.0785, 0.0861, 0.1025, 0.1283, 0.1341, 0.1097, -0.0174, -0.3074, -0.1053, 0.0694, -0.5613, 0.1718, 0.0926, 0.0758, 0.0846, 0.0743, 0.1491, 0.1075, 0.1304, -0.0047, -0.2818, -0.0767, 0.0956, -0.5493, 0.1543, 0.0623, 0.0695, 0.0472, 0.0961, 0.1573, 0.1203, 0.1377, -0.0177, -0.3067, -0.0979, 0.0601, -0.5738, 0.1532, 0.1006, 0.0897, 0.0742, 0.1006, 0.1495, 0.1128, 0.1050, -0.0139, -0.2875, -0.0956, 0.0760, -0.5509, 0.1819, 0.0909, 0.0915, 0.0673, 0.0856, 0.1461, 0.1228, 0.1022, -0.0073, -0.2687, -0.0649, 0.0827, -0.5695, 0.1480, 0.0622, 0.0735, 0.0719, 0.0809, 0.1439, 0.1195, 0.1143, -0.0112, -0.2865, -0.0855, 0.0738, -0.5491, 0.1653, 0.0731, 0.1034, 0.0571, 0.0649, 0.1538, 0.1410, 0.1404, -0.0046, -0.2839, -0.0754, 0.0730, -0.5741, 0.1273, 0.0775, 0.0978, 0.0866, 0.0848, 0.1600, 0.1104, 0.1426, -0.0183, -0.3007, -0.0861, 0.0751, -0.5706, 0.1341, 0.0799, 0.0893, 0.0914, 0.0953, 0.1317, 0.1302, 0.1339]}

Of them, the most stable is model 2 and the least stable is model 1.